Below is a cluster of 18 separate species, C72H198N18O18 in total, with properties calculated with the ωB97M-V functional and the def2-TZVPD basis.

Geometry as ORCA input:
```
! RIJCOSX wB97M-V def2-TZVPD def2/J DEFGRID3
* xyz 0 1
H 3.630 -1.724 4.147
H 5.164 0.399 7.550
C 5.639 1.281 -7.990
H 6.170 0.918 -8.870
H 4.300 5.522 6.800
H -8.008 -3.784 3.302
H 1.275 0.833 -3.142
C 2.929 0.224 -6.971
H -1.444 1.409 4.041
H -6.199 -0.052 -1.459
H 5.018 3.181 -1.647
H -1.974 -3.969 4.381
H 1.779 -0.838 -5.637
N -2.070 -3.688 -5.125
H 6.930 3.325 4.964
H 0.026 -3.188 -3.251
O 3.719 0.010 6.047
H 3.393 -2.641 1.822
N -7.200 -3.212 3.100
C 5.786 0.016 1.470
H -6.860 -0.610 0.933
H -0.711 8.509 8.231
O 2.746 -5.537 -5.310
C 0.157 1.816 7.395
H 3.787 -3.171 5.145
C 2.115 -1.794 5.710
H 0.162 -4.809 -2.394
C -1.575 0.995 6.182
H 2.525 -3.048 4.004
H -0.494 2.580 7.821
H -7.766 -5.263 -0.788
H 2.776 -5.721 4.687
H 3.941 2.141 -6.309
H 0.994 5.287 -3.992
C 3.074 -2.455 4.735
C -1.711 3.246 -7.855
H -0.067 2.150 -6.926
H -2.734 -0.392 -4.218
H -2.601 2.623 -1.765
H 3.857 1.484 7.433
H -2.187 0.153 2.382
N 1.208 -1.012 4.853
H 1.043 -5.982 -4.405
H 1.150 4.286 5.927
O 0.694 -3.119 -1.264
H 4.492 -1.886 -5.151
C 3.063 2.695 -1.505
H 5.060 1.590 6.192
H 7.016 -0.680 -2.766
H 2.622 2.413 -7.326
H 6.419 0.972 -2.653
C 1.773 -7.717 -5.285
H 2.273 -3.774 -4.381
H -4.253 -5.136 0.532
H -2.545 4.492 6.648
H -0.893 -3.242 3.139
C -0.958 -3.922 3.989
H 2.712 -7.479 4.954
H 1.137 2.928 2.418
H 2.919 -0.294 -9.092
H -3.677 -3.799 -0.387
H -6.718 -3.236 5.759
H 2.538 -7.850 -4.521
C -2.013 4.454 -6.885
H 2.146 5.309 5.158
H -0.194 -2.870 -8.773
C -6.389 0.345 0.700
C 1.532 -6.221 -5.349
N 3.904 0.305 -3.551
H -1.168 6.514 6.195
H -2.362 8.073 0.697
H 5.522 0.200 -4.742
H 6.861 -0.095 1.605
C -2.222 -2.224 -5.412
H -0.399 0.711 -3.396
H 1.308 -4.611 3.119
H -7.088 -2.970 -0.016
N 3.681 0.442 2.366
H -0.970 -0.761 4.404
H -5.582 -4.496 3.252
H 5.415 -0.870 0.954
H 0.803 -0.308 5.453
C 6.116 -0.075 -2.655
C 2.256 -0.289 -8.227
H 5.441 2.563 2.605
H -2.188 1.835 6.509
C -5.567 0.219 -0.613
C -5.954 -3.587 3.725
H 1.665 -0.366 4.225
N 0.642 -8.584 -4.914
C 5.074 0.375 2.749
H 6.490 -3.119 -6.137
H -5.122 -3.821 5.729
H -3.994 5.892 -5.639
H 0.227 3.754 3.723
C 5.160 -0.281 -3.834
O -0.589 -5.258 3.790
H -3.959 -2.848 4.040
N 2.046 0.108 -5.869
C 0.557 -5.391 2.996
H 4.804 4.011 7.377
H 1.342 4.665 2.693
C 4.518 0.877 6.814
H -3.502 8.822 -1.496
O 0.253 0.739 -1.310
H -1.598 1.712 -6.331
H -2.944 -2.128 -6.223
H 6.931 -1.419 -5.842
N -0.888 3.644 -9.032
H -6.590 -6.108 0.264
H 4.038 -3.013 -0.661
H -3.140 3.826 1.210
H -2.117 5.006 4.282
C -6.691 -5.755 6.598
H -2.999 7.265 -2.211
H 3.245 4.242 -0.007
H -6.993 -8.271 -2.668
C -2.257 4.332 0.820
H -1.570 4.304 1.666
C -3.784 4.913 -5.210
C 5.015 -1.816 -4.197
O 6.289 -2.496 -4.196
H 0.019 3.798 -8.615
H 1.214 2.059 7.497
H 1.791 -3.795 -6.170
H 3.428 -3.639 -5.549
H 3.571 1.111 1.618
C 1.315 -6.671 3.392
C 2.277 3.366 4.224
H -7.287 0.962 0.732
H -1.714 0.230 -1.195
H -6.190 -8.209 -1.071
H 2.269 -3.043 -2.480
H 2.040 -0.833 -0.666
H -3.816 4.516 4.552
H 2.781 -7.942 2.786
C -6.731 -5.588 -0.683
O -2.130 6.816 8.050
N 2.393 -7.109 2.368
H -0.047 -8.468 -5.643
C -0.800 0.093 -0.617
C 1.172 3.705 3.181
N -0.990 8.803 -0.762
H -7.852 -7.813 -1.127
N 2.163 1.976 4.571
H 0.769 -6.005 -6.096
O -0.232 -2.461 -6.754
H -1.161 4.590 -6.219
H 3.765 -0.446 -6.771
H 2.905 -4.143 1.195
C -6.072 -3.914 5.201
C 7.525 2.822 4.202
C -3.066 5.285 4.739
H 1.900 -1.310 -8.089
C 2.898 -0.943 6.763
H -0.207 -1.641 -4.936
H 1.104 0.475 1.274
N -4.310 5.553 6.680
N -2.281 -0.001 1.388
C -2.958 5.431 6.279
H 5.684 0.889 0.825
C -2.076 0.842 4.724
H 4.100 1.261 -3.291
H -3.790 2.250 4.597
H 4.025 3.681 -2.846
H 0.154 5.421 -2.515
H -1.042 1.148 -7.940
H -1.696 0.128 6.832
N -1.936 -0.503 4.259
H -3.936 -0.552 -1.188
H 3.644 -0.040 -2.638
H -5.648 -5.905 6.877
H -1.734 -2.274 -8.219
C -4.876 -2.483 3.577
H -3.164 5.087 -4.331
H 2.798 1.896 5.352
H -1.189 5.955 -1.088
H -4.011 1.727 -0.174
H -0.594 6.460 0.481
H 8.048 -2.603 -5.423
C 2.124 -6.594 4.709
C 2.471 -4.137 -5.389
H -4.589 -2.214 2.560
H 1.487 -6.349 5.559
H 2.580 0.307 -5.035
H -3.983 3.510 -2.520
H 1.410 0.368 -8.427
C 3.441 1.709 -7.176
H 3.531 -1.659 7.286
O -4.210 1.480 -2.254
H -4.063 -0.310 0.346
H -2.362 8.928 8.107
H 0.325 -5.454 1.933
H -7.135 -3.160 2.094
C -3.566 1.193 4.447
C 0.163 0.105 1.682
O 2.124 4.845 -2.262
O 6.837 1.660 3.750
H -1.399 -3.820 -5.868
C -4.397 -4.617 -0.416
H -1.729 8.080 9.513
C -1.057 0.575 0.836
H 0.643 -7.527 3.455
H 1.518 -2.501 6.285
H 4.310 -2.299 -3.520
H -5.115 -1.540 4.068
H -1.447 9.633 -1.112
H -0.312 -1.171 -8.404
H -2.107 5.396 -7.426
C -0.658 -2.157 -8.091
H 5.703 0.505 -7.227
C 1.863 3.413 -2.180
C 2.775 -3.073 1.034
H -7.170 -6.734 6.589
H 3.187 -6.484 2.386
H 6.227 2.085 -7.549
O 4.311 1.757 -8.300
H 8.471 2.558 4.676
H 4.825 4.412 5.589
H 3.128 0.902 3.075
H -2.245 -0.983 1.154
H -1.058 1.661 0.925
H 3.283 -7.503 -6.682
N -4.557 -0.751 -0.417
H 2.585 2.723 0.677
C 3.288 3.153 -0.037
H 3.370 -0.848 0.409
H -3.963 -1.607 -4.323
H -1.114 -0.655 -6.195
C -2.149 6.649 6.651
H -0.541 8.395 -1.569
H -2.574 7.571 6.254
N -6.191 -3.310 0.301
H -2.918 -4.067 -5.521
H -3.450 6.193 4.273
O -2.558 5.644 0.451
H -4.229 0.689 5.150
C -3.371 2.609 -2.537
C 1.133 5.604 -2.958
H 1.361 6.669 -3.003
C -1.709 8.115 8.424
H 3.238 3.582 3.756
H -7.039 -4.989 7.292
H -2.447 -1.038 4.947
C 5.549 1.753 3.327
C 4.284 4.465 6.534
H -4.310 5.450 7.685
C -2.885 -1.472 -4.237
C 2.083 -3.376 -1.459
H 4.944 2.054 4.182
H 1.218 1.804 4.883
C 2.152 4.273 5.498
O -3.186 4.025 -6.148
C -4.775 1.505 -0.919
H 2.877 1.622 -1.535
C -5.827 -4.336 -0.679
H 1.719 -2.873 1.219
H 2.554 -9.261 -6.573
H 0.021 1.026 8.135
C 2.443 -8.178 -6.516
H 2.294 -4.446 -1.456
O -6.497 -6.373 -1.864
C 3.045 -2.622 -0.439
H -2.877 2.556 -3.507
H 1.698 2.957 -3.156
H 7.649 3.577 3.426
H -4.739 4.521 -4.860
C -3.195 7.798 -1.281
H -1.121 -3.679 -2.090
H -4.063 7.343 -0.805
O -6.719 -5.202 5.288
H -5.608 -2.504 0.129
O -0.183 1.387 6.115
H -2.517 -1.772 -3.256
H -0.572 -0.972 -0.671
H -2.664 2.975 -8.307
H -0.289 -3.471 4.722
C -1.992 7.803 -0.292
C -1.094 1.995 -7.255
C 0.375 0.421 -2.686
N 4.268 2.896 -2.259
N 2.955 -1.197 -0.443
H 2.247 -0.515 7.525
H -5.443 2.359 -0.802
H 0.144 0.474 2.707
H -1.077 4.582 -9.354
C -0.871 -1.642 -5.800
H 0.369 -0.663 -2.796
H -5.814 -3.809 -1.633
C 6.972 -2.432 -5.441
H -5.774 0.643 1.549
H 0.904 3.181 -1.716
H 0.213 -0.984 1.694
H -4.973 4.901 6.286
C -1.493 6.373 -0.129
O 3.067 3.854 6.564
H -3.937 1.176 3.422
H 0.102 -8.123 -4.195
H -4.044 -5.265 -1.219
C -6.937 -7.745 -1.715
H 4.181 2.842 0.505
H -1.844 3.815 -0.045
C -0.057 -3.744 -2.316
H 1.759 -7.981 -7.341
H 5.264 -0.392 3.498
H 5.690 -0.363 -1.694
*
```

Values from the calculation:
Energy above the lowest of the compared OMol25 structures with the same formula, charge and spin: 106.0 kcal/mol